Entry 1:
{"formula": "C18H23HfN2O6S4Se3Te", "method": "the ωB97M-V functional and the def2-TZVPD basis", "elements": ["Hf", "Te", "Se", "Se", "Se", "S", "S", "S", "S", "O", "O", "O", "O", "O", "O", "N", "N", "C", "C", "C", "C", "C", "C", "C", "C", "C", "C", "C", "C", "C", "C", "C", "C", "C", "C", "H", "H", "H", "H", "H", "H", "H", "H", "H", "H", "H", "H", "H", "H", "H", "H", "H", "H", "H", "H", "H", "H", "H"], "positions_angstrom": [[-0.624386, 0.075606, 0.216254], [-0.051972, 0.775985, -4.515573], [-1.542695, -2.607259, -3.302066], [-0.414916, 0.701170, -2.055069], [-1.866526, -1.156284, -1.604523], [2.034178, -0.451215, 1.342018], [0.613577, 2.215015, 0.482651], [-2.650397, 0.549722, 1.635573], [-1.053045, -2.343344, 2.251364], [-2.497124, 0.811118, 0.166566], [-3.497171, 1.475314, 2.302653], [-0.720946, -3.740495, 2.195589], [-0.679277, -1.687726, 0.938236], [-1.260426, 0.469224, 2.073731], [-0.605988, -1.641074, 3.412260], [1.464412, -2.181374, -1.190178], [3.045584, 0.234157, -1.474802], [-1.683848, 5.139419, -1.154369], [-5.486973, -2.221198, 1.230432], [-0.857875, 6.247483, -1.040210], [0.003456, 3.751201, -0.134187], [-4.882843, -3.407472, 1.624899], [-3.560463, -3.413730, 2.034763], [3.612164, -1.060824, -1.820603], [-2.837404, -2.231123, 2.069285], [2.529516, -2.201952, 1.102936], [-1.261448, 3.898222, -0.700615], [2.512322, -2.042756, -2.211511], [3.632030, 0.370392, 0.901592], [-3.456283, -1.039127, 1.698266], [-4.779331, -1.033764, 1.274066], [0.406490, 6.104208, -0.484644], [1.869911, -2.984832, -0.047799], [0.838776, 4.866739, -0.040037], [3.783259, 0.985520, -0.497160], [-1.195786, 7.217372, -1.384021], [-6.505906, -2.223329, 0.868295], [4.386619, -0.398740, 1.054591], [1.826692, 4.743613, 0.385983], [-5.438104, -4.335022, 1.590246], [0.735178, -2.712675, -1.665451], [2.572719, -3.772177, -0.359940], [0.988164, -3.477481, 0.350944], [2.283806, -2.693758, 2.044066], [2.927676, 0.780946, -2.318956], [4.163118, -1.445527, -0.957118], [4.865429, 1.035119, -0.715468], [2.032616, -1.695080, -3.127818], [-2.663792, 5.233731, -1.605713], [3.611448, -2.191533, 0.991901], [-3.043834, -4.326948, 2.295562], [-5.221633, -0.096694, 0.963526], [1.061349, 6.963757, -0.403641], [4.322257, -0.985689, -2.655602], [2.970068, -3.020393, -2.425770], [3.393890, 1.998419, -0.487874], [-1.919374, 3.044614, -0.783669], [3.773060, 1.132531, 1.666142]], "atomic_forces_ev_per_a": [[6.7, 1.3, -2.4], [0.1, 0.1, 0.2], [0.5, -0.5, 0.1], [0.4, 1.4, -4.1], [-2.4, -1.2, -2.4], [0.8, -0.2, -0.1], [1.0, 1.2, 0.7], [-3.5, 1.2, 1.3], [-0.3, -1.4, 0.8], [-1.9, 0.7, 0.6], [0.1, 0.0, 0.1], [-0.1, 0.1, -0.2], [0.5, -3.6, 2.1], [-0.8, 0.5, 3.1], [0.0, 0.1, 0.0], [0.1, -0.5, -0.3], [0.3, 0.0, -0.5], [0.1, 0.0, 0.0], [0.0, -0.1, 0.0], [0.0, 0.1, -0.1], [-0.1, -0.2, -0.1], [-0.1, 0.1, 0.1], [0.2, 0.0, 0.1], [-0.3, 0.0, 0.1], [0.2, 0.1, -0.3], [-0.3, 0.0, 0.0], [-0.1, 0.1, 0.0], [-0.1, 0.2, 0.2], [-0.4, 0.2, 0.1], [0.2, -0.1, 0.2], [0.1, 0.1, 0.1], [0.0, 0.0, 0.0], [0.0, 0.2, 0.0], [-0.1, -0.1, 0.0], [-0.2, -0.2, 0.2], [0.0, 0.0, 0.0], [0.0, 0.0, 0.0], [0.0, 0.0, 0.2], [0.0, 0.0, 0.0], [0.0, 0.0, 0.0], [-0.3, 0.3, 0.1], [0.0, -0.1, 0.1], [-0.1, 0.0, -0.1], [0.1, -0.1, 0.0], [-0.3, 0.0, 0.0], [0.0, 0.0, -0.1], [0.0, 0.1, 0.1], [-0.1, 0.1, 0.0], [0.0, 0.0, 0.0], [0.0, 0.0, 0.1], [-0.1, 0.0, -0.1], [-0.1, 0.0, 0.0], [0.0, 0.0, 0.0], [0.1, -0.1, 0.1], [0.1, 0.0, -0.1], [-0.1, 0.1, 0.0], [0.0, 0.0, 0.0], [0.1, 0.0, 0.0]], "homo_energy_ev": -3.91, "charge": -1, "homo_lumo_gap_ha": 0.2174, "de_lowest_kcal_mol": 106.6}

Entry 2:
{"formula": "C18H23N3O3", "method": "the ωB97M-V functional and the def2-TZVPD basis", "elements": ["O", "O", "O", "N", "N", "N", "C", "C", "C", "C", "C", "C", "C", "C", "C", "C", "C", "C", "C", "C", "C", "C", "C", "C", "H", "H", "H", "H", "H", "H", "H", "H", "H", "H", "H", "H", "H", "H", "H", "H", "H", "H", "H", "H", "H", "H", "H"], "positions_angstrom": [[-1.913868, -2.054950, 1.353413], [-5.748344, -2.115912, -0.505086], [-7.876106, -1.859227, -0.338275], [-0.795983, -1.306705, -0.471008], [-6.738128, -1.448454, -0.279372], [-2.372637, 1.513504, -1.599618], [8.193661, 0.787819, 0.564782], [1.587956, -1.279832, 0.179282], [-1.834459, -1.329686, 0.385277], [3.242875, 0.563554, -0.424842], [-5.268820, 0.386135, 0.431248], [-7.442481, 2.147706, 0.215935], [7.017263, -0.119966, 0.227790], [-4.146150, -0.525994, 0.607470], [0.388474, -2.111931, -0.281170], [-2.936598, -0.359549, 0.045054], [-6.542859, -0.066411, 0.065182], [-6.182631, 2.618961, 0.558927], [2.051630, -0.280913, -0.880092], [-7.622607, 0.802024, -0.034894], [4.536680, -0.234198, -0.276403], [5.720168, 0.668533, 0.064066], [-2.653134, 0.679080, -0.861364], [-5.111561, 1.751399, 0.668071], [4.425266, -0.981157, 0.511451], [6.891524, -0.860232, 1.021373], [2.399052, -1.968103, 0.417083], [-8.582816, 0.402840, -0.324802], [4.743786, -0.762816, -1.210071], [0.623975, -2.621546, -1.220447], [-8.275024, 2.828324, 0.134356], [7.229603, -0.660653, -0.697490], [9.106258, 0.207264, 0.677849], [5.848311, 1.411382, -0.726978], [1.228692, 0.396274, -1.122262], [-0.798711, -0.653715, -1.239699], [-6.033730, 3.671666, 0.743662], [3.405521, 1.356435, -1.158967], [8.009052, 1.321773, 1.494503], [-4.267954, -1.383480, 1.259370], [-4.139982, 2.123385, 0.954954], [1.318324, -0.746271, 1.092951], [8.348395, 1.520396, -0.224491], [0.138876, -2.856576, 0.477920], [3.001454, 1.042185, 0.526978], [5.507296, 1.207333, 0.990507], [2.320489, -0.819700, -1.792113]], "atomic_forces_ev_per_a": [[-0.1, -0.2, 0.2], [0.1, -0.2, -0.1], [-0.2, -0.2, 0.0], [0.2, 0.1, -0.3], [-0.2, -0.5, -0.1], [0.1, 0.2, -0.2], [-0.1, -0.2, 0.0], [-0.1, -0.1, -0.4], [0.0, 0.2, -0.2], [0.0, -0.3, -0.2], [-0.5, 0.1, -0.2], [0.2, 0.0, 0.0], [0.0, 0.4, 0.0], [0.9, -0.1, -0.1], [0.3, -0.1, 0.3], [-0.6, -0.7, 0.9], [0.2, 1.3, 0.3], [-0.1, 0.0, 0.0], [0.1, 0.1, 0.4], [0.0, -0.3, 0.0], [-0.1, 0.5, 0.1], [0.0, -0.5, 0.0], [0.0, 0.6, -0.5], [-0.1, -0.2, 0.0], [0.0, -0.1, 0.0], [0.0, -0.1, 0.0], [0.0, 0.0, 0.1], [0.0, 0.0, 0.0], [0.0, -0.1, 0.0], [0.0, 0.0, 0.1], [-0.1, 0.0, 0.0], [0.0, -0.1, 0.0], [0.1, 0.0, 0.0], [0.0, 0.1, 0.0], [-0.1, 0.0, -0.1], [-0.1, 0.0, 0.1], [0.0, 0.1, 0.0], [0.0, 0.1, 0.0], [0.0, 0.1, 0.1], [0.1, 0.0, 0.0], [0.1, 0.0, 0.0], [0.0, 0.0, 0.1], [0.1, 0.1, -0.1], [0.0, 0.0, -0.2], [0.0, 0.1, 0.0], [0.0, 0.1, 0.0], [0.0, 0.0, -0.1]], "homo_energy_ev": -9.76, "smiles": "CCCCCCCCNC(=O)/C(C#N)=C/c1ccccc1[N+](=O)[O-]", "homo_lumo_gap_ha": 0.3246, "de_lowest_kcal_mol": 128.1}

Entry 3:
{"formula": "C18H23N3O5S", "method": "the ωB97M-V functional and the def2-TZVPD basis", "elements": ["S", "O", "O", "O", "O", "O", "N", "N", "N", "C", "C", "C", "C", "C", "C", "C", "C", "C", "C", "C", "C", "C", "C", "C", "C", "C", "C", "H", "H", "H", "H", "H", "H", "H", "H", "H", "H", "H", "H", "H", "H", "H", "H", "H", "H", "H", "H", "H", "H", "H"], "positions_angstrom": [[1.329579, -0.089116, 2.415612], [-1.618676, -0.777572, -3.609337], [2.629291, -0.698194, 2.390015], [3.530207, 1.883675, 0.103625], [0.469855, -0.402247, 3.522465], [-1.246252, 3.340715, 3.968861], [-2.027283, -2.846899, -2.729057], [-4.092684, -4.888917, -5.730139], [1.543635, 1.549071, 2.254823], [-1.319259, -1.685796, -0.173842], [-3.739296, -5.476105, -4.599514], [0.244625, -0.381088, -1.463126], [-0.052856, 2.608597, 3.845796], [4.536397, 0.899729, 0.253884], [-3.082868, -2.866535, -4.946619], [3.402788, 2.770765, 1.183305], [-0.860415, -1.227848, -1.406735], [0.359091, 2.357552, 2.381393], [-2.711893, -3.489982, -3.757661], [0.455230, -0.503725, 0.905931], [-3.767499, -3.617562, -5.888111], [-1.540232, -1.568858, -2.696893], [-1.127803, 4.717297, 3.704485], [0.914167, -0.023514, -0.306338], [2.845494, 2.131957, 2.468047], [-0.658102, -1.318143, 0.985665], [-3.053537, -4.832475, -3.585938], [0.763451, 3.118885, 4.379126], [-2.786852, -5.357656, -2.680120], [0.565919, -0.013211, -2.425623], [-4.073657, -3.171653, -6.824885], [2.720919, 3.547824, 0.827633], [-2.207582, -2.297552, -0.105909], [-0.454087, 1.827679, 1.878240], [5.484449, 1.358482, 0.555291], [3.499000, 1.320331, 2.789498], [0.527761, 3.304201, 1.860555], [4.375263, 3.230591, 1.418655], [-2.840800, -1.833598, -5.125575], [-0.322126, 5.166838, 4.297891], [4.249803, 0.134018, 0.980003], [-0.991860, -1.644210, 1.958039], [1.773173, 0.628387, -0.333879], [-0.239111, 1.643142, 4.321068], [-4.020797, -6.516362, -4.502805], [-1.832435, -3.428795, -1.925131], [4.654131, 0.440911, -0.726424], [2.816136, 2.889738, 3.257657], [-0.944728, 4.923108, 2.644162], [-2.077675, 5.164122, 3.991935]], "atomic_forces_ev_per_a": [[0.1, 0.3, -0.2], [0.0, 0.1, -0.1], [0.0, 0.1, -0.2], [-0.1, 0.0, -0.1], [-0.2, 0.1, -0.2], [-0.1, -0.1, -0.1], [0.0, -0.3, 0.3], [-0.3, -0.3, -0.5], [-0.1, -1.1, 0.2], [0.1, 0.0, -0.2], [0.1, 0.0, 0.3], [-0.1, -0.1, 0.0], [0.1, -0.2, 0.0], [0.0, -0.1, 0.0], [0.1, 0.1, 0.0], [-0.1, 0.1, 0.3], [0.1, 0.2, 0.2], [-0.6, 0.2, 0.3], [-0.2, -0.1, -0.4], [0.1, 0.1, 0.5], [0.1, 0.1, 0.1], [0.0, 0.0, 0.1], [0.0, 0.0, 0.0], [0.0, 0.0, -0.2], [0.6, 0.0, -0.4], [0.0, 0.0, 0.2], [0.0, 0.2, -0.1], [0.0, 0.0, 0.0], [0.0, -0.1, 0.1], [0.0, 0.1, -0.1], [0.0, 0.1, 0.0], [0.1, 0.0, 0.1], [-0.1, 0.0, 0.0], [-0.1, 0.2, 0.0], [0.0, 0.0, 0.0], [0.1, 0.2, 0.1], [0.0, -0.1, -0.1], [-0.1, 0.0, 0.0], [0.0, 0.0, 0.0], [0.0, 0.0, 0.0], [0.1, 0.1, -0.1], [-0.1, -0.1, 0.1], [0.1, 0.1, -0.1], [0.1, 0.2, 0.0], [0.0, -0.1, 0.1], [0.0, 0.2, -0.1], [0.1, 0.0, 0.0], [0.0, -0.1, 0.0], [0.0, 0.0, 0.0], [0.1, 0.1, 0.0]], "homo_energy_ev": -9.37, "smiles": "COCCN(CCOC)S(=O)(=O)c1ccc(C(=O)Nc2ccncc2)cc1", "homo_lumo_gap_ha": 0.3395, "de_lowest_kcal_mol": 65.4}

Entry 4:
{"formula": "C18H23N5O2S", "method": "the ωB97M-V functional and the def2-TZVPD basis", "elements": ["S", "O", "O", "N", "N", "N", "N", "N", "C", "C", "C", "C", "C", "C", "C", "C", "C", "C", "C", "C", "C", "C", "C", "C", "C", "C", "H", "H", "H", "H", "H", "H", "H", "H", "H", "H", "H", "H", "H", "H", "H", "H", "H", "H", "H", "H", "H", "H", "H"], "positions_angstrom": [[-2.430454, 2.347273, -2.727641], [5.150352, 6.044226, -2.388754], [3.226198, 5.531767, -0.236913], [-0.282391, 4.921219, -2.469141], [-0.800348, 1.593021, -0.663142], [0.316032, 1.017668, 1.350292], [1.005931, 5.193782, -0.701321], [0.685937, 3.004954, 0.398066], [0.181503, -0.352196, 1.437023], [-1.921413, -4.955634, 1.765232], [0.616696, 5.750709, -1.893399], [-0.084975, -0.815165, 2.682804], [-1.148197, 2.546455, -1.628358], [-1.867959, -7.432395, 2.855221], [0.319649, -2.621274, 0.632517], [3.976171, 6.715439, -0.475741], [-0.356324, -4.605247, 1.930951], [-0.119865, -3.081601, 1.894871], [1.976129, 5.842801, 0.171057], [-2.268909, -6.395266, 1.703385], [5.365973, 6.394844, -1.056666], [0.470446, 3.923757, -0.620569], [-0.249448, -2.196732, 2.955667], [0.097641, 1.840654, 0.290176], [-0.404422, 3.818412, -1.656204], [0.460951, -1.243145, 0.419793], [1.711230, 6.920743, 0.250177], [3.340204, 7.274415, -1.262536], [4.119300, 7.355693, 0.394922], [-3.335911, -6.525154, 1.594951], [-0.276359, -0.078596, 3.423881], [5.990085, 5.764071, -0.333257], [0.891824, -0.906528, -0.540981], [0.033824, -5.033561, 2.830818], [-1.777730, -6.689254, 0.756696], [-0.657393, -2.527982, 3.951007], [-1.015686, -8.004489, 2.677611], [-1.668747, -6.961301, 3.840162], [1.825335, 5.572878, 1.289224], [5.952115, 7.274070, -1.068039], [5.900077, 5.592833, -2.778986], [-2.785425, -7.986037, 3.070277], [0.215935, -5.085154, 1.093113], [-1.396813, 0.764688, -0.515799], [0.390556, -3.187324, -0.303054], [-2.398633, -4.334816, 2.592913], [-2.221754, -4.290259, 0.953560], [0.320501, 1.481341, 2.206602], [0.858235, 6.751069, -2.162793]], "atomic_forces_ev_per_a": [[1.2, -0.5, 1.3], [0.0, -1.1, -0.5], [1.9, 0.5, 0.2], [0.4, 1.5, -0.5], [-1.0, -0.4, -1.0], [-0.3, -0.8, -1.5], [1.1, 0.2, 0.9], [0.6, 0.9, -0.9], [0.6, -0.1, -0.4], [1.7, 3.5, 2.4], [-3.0, -3.6, 0.4], [-0.9, -2.3, 1.2], [-1.8, 1.1, -2.6], [-1.9, 2.8, 0.7], [-0.8, 1.9, 0.0], [0.1, 0.4, -1.9], [-1.1, 0.0, -0.8], [0.7, -1.9, -1.4], [-2.2, -0.3, 2.7], [0.8, -1.5, -0.2], [-0.6, -0.1, 1.4], [0.2, 0.0, 2.2], [-0.7, 0.8, 0.1], [1.2, 3.0, 1.0], [0.9, -1.6, 0.5], [0.6, -0.7, -1.0], [0.5, -0.4, -0.9], [1.4, -0.3, 1.0], [-0.3, -0.2, 0.4], [-0.3, 0.2, -0.4], [-0.1, 0.3, 0.9], [-1.2, -0.2, -1.3], [-0.6, 0.0, 0.5], [0.1, -0.3, 0.7], [-0.4, -0.6, 0.3], [0.8, 0.3, -1.1], [1.1, -1.2, -0.7], [0.0, 0.3, -0.6], [0.0, -0.4, -1.8], [0.4, 1.6, 0.2], [0.2, -0.1, 0.1], [0.5, -0.6, -0.3], [-0.5, 0.5, 0.6], [0.3, 0.7, -0.7], [0.2, -0.5, 0.9], [0.3, -1.2, -0.3], [-0.3, -0.9, -0.8], [0.4, 1.0, 1.3], [0.2, 0.3, -0.4]], "homo_energy_ev": -7.56, "smiles": "CCCCc1ccc(Nc2nc3c(ncn3COCCO)c(=S)[nH]2)cc1", "homo_lumo_gap_ha": 0.2947, "de_lowest_kcal_mol": 88.0}